[1]
{
  "formula": "C21H16N6O2S",
  "method": "the ωB97M-V functional and the def2-TZVPD basis",
  "elements": ["H", "N", "C", "N", "C", "S", "C", "C", "O", "C", "C", "C", "N", "C", "N", "C", "C", "C", "C", "C", "C", "C", "O", "N", "N", "C", "C", "C", "C", "C", "C", "H", "H", "H", "H", "H", "H", "H", "H", "H", "H", "H", "H", "H", "H", "H"],
  "positions_angstrom": [[3.5079, -4.4203, -4.1492], [3.5693, -3.5648, -3.7281], [2.4240, -3.0169, -3.2960], [2.5025, -1.6406, -3.0328], [1.4146, -0.9067, -2.9143], [1.3782, 0.8202, -2.4297], [-0.3362, 0.6074, -2.2225], [-1.2270, 1.5853, -1.5651], [-2.1895, 2.0178, -2.1890], [-0.9548, 2.0263, -0.1979], [-0.9809, 3.3377, 0.3914], [-1.1921, 4.5731, -0.3473], [-0.6909, 3.2618, 1.7125], [0.0901, 4.3143, 2.3927], [-0.4106, 1.8656, 2.0419], [-0.0366, 1.3896, 3.3561], [-0.5143, 1.9323, 4.6135], [-0.2555, 1.2812, 5.8458], [0.4367, 0.1080, 5.8752], [0.9807, -0.3985, 4.6206], [0.7204, 0.2172, 3.4256], [-0.5207, 1.1604, 0.8463], [-0.3498, -0.0550, 0.5841], [-0.8928, -0.5656, -2.5864], [0.1213, -1.4306, -2.9971], [-0.1145, -2.8721, -3.1629], [-1.3643, -3.3489, -3.2565], [-1.5260, -4.6793, -3.7002], [-0.4279, -5.5343, -3.7934], [0.9028, -5.1470, -3.4810], [1.0371, -3.7418, -3.3921], [-0.2927, 5.1840, -0.1290], [-1.3345, 4.4908, -1.4205], [-2.0897, 4.9805, 0.0069], [-0.1756, 4.4822, 3.4494], [1.1412, 4.1111, 2.4095], [-0.1125, 5.2966, 1.8421], [-1.1570, 2.7775, 4.6026], [-0.7053, 1.6730, 6.7269], [0.5336, -0.3528, 6.7656], [1.5544, -1.3575, 4.7686], [1.0870, -0.2403, 2.5699], [-2.1180, -2.6115, -3.3149], [-2.5208, -5.1954, -3.8216], [-0.6536, -6.5689, -4.0292], [1.7423, -5.8450, -3.6905]],
  "atomic_forces_ev_per_a": [[-0.8, -3.0, -0.8], [-2.5, 4.7, 2.6], [1.9, -1.9, -2.9], [-1.8, 1.3, 0.6], [1.3, -2.9, 0.3], [-0.4, -1.6, -0.2], [-1.4, -3.4, -0.8], [-1.6, 1.4, -0.5], [0.7, -0.2, 0.4], [0.5, 3.3, 2.1], [-0.1, -4.1, -2.0], [1.5, 0.6, 0.0], [0.6, -0.6, 1.1], [-1.1, 1.4, -0.2], [0.2, 1.4, -0.1], [-1.0, 0.5, 1.7], [0.8, -1.3, -1.6], [-0.4, 0.7, -2.0], [0.7, 0.9, -4.7], [-0.4, -0.7, 3.6], [-0.1, 0.4, 0.8], [0.2, -3.3, -1.5], [0.2, 1.5, 1.9], [2.3, 2.0, 0.7], [0.2, 0.3, 0.3], [3.4, 0.6, -0.5], [-1.0, -1.3, -1.6], [-0.4, -0.8, 0.9], [0.2, -0.4, 0.8], [-1.3, 1.5, -2.0], [1.2, 1.8, 2.1], [-0.8, 0.3, -0.4], [0.3, -0.6, 0.0], [-1.2, 1.3, 0.7], [-0.4, -0.3, -0.5], [0.7, -0.3, -0.4], [0.3, -1.5, 0.9], [-0.4, 0.7, 0.0], [-0.2, 0.4, 0.6], [0.7, -1.8, 2.6], [-0.6, 1.2, -0.9], [0.5, -0.6, -1.6], [-1.2, 0.3, 0.5], [1.0, 1.2, 0.0], [0.2, 0.0, 0.0], [-0.6, 0.8, 0.6]],
  "lowdin_charge": [-0.030, 0.120, -0.323, 0.079, -0.513, 1.111, -0.503, -0.362, 0.107, -0.026, -0.188, 0.003, -0.025, -0.003, 0.097, -0.133, -0.006, -0.092, -0.068, -0.040, -0.035, -0.379, 0.029, 0.155, -0.043, -0.117, -0.032, -0.068, -0.100, -0.010, -0.056, 0.097, 0.097, 0.086, 0.080, 0.089, 0.107, 0.083, 0.096, 0.061, 0.124, 0.088, 0.100, 0.123, 0.096, 0.120],
  "energy_ev": -45903.22344,
  "gap_ev": 7.72,
  "max_force_ha_per_bohr": 0.1144,
  "lumo_ev": -0.056,
  "smiles": "[H]/N=c1/nc2sc(C(=O)c3c(C)n(C)n(-c4ccccc4)c3=O)nn2c2ccccc12"
}

---

[2]
{
  "formula": "C21H17BCl2IMgN5O3S",
  "method": "the ωB97M-V functional and the def2-TZVPD basis",
  "elements": ["Mg", "N", "C", "S", "N", "N", "C", "C", "C", "C", "C", "C", "C", "O", "H", "H", "H", "H", "H", "H", "H", "Cl", "C", "C", "C", "Cl", "C", "O", "C", "C", "O", "C", "H", "H", "H", "I", "C", "C", "C", "C", "C", "N", "H", "H", "H", "H", "B", "C", "N", "H", "H", "H"],
  "positions_angstrom": [[0.3782, -0.3930, -0.4103], [4.8217, 0.3564, 1.1452], [3.5363, 0.2906, 0.5960], [3.1527, -1.0911, -0.3493], [2.8161, 1.3392, 0.8978], [1.4795, 1.3201, 0.4922], [0.8524, 2.3430, 0.9455], [-0.5599, 2.6647, 0.7812], [-1.0740, 3.7494, 1.4951], [-2.4059, 4.1188, 1.4204], [-3.2578, 3.3698, 0.5972], [-2.7833, 2.2988, -0.1310], [-1.4151, 1.9092, -0.0812], [-0.9646, 0.9430, -0.7920], [5.5016, -0.1736, 0.6291], [5.0963, 1.2895, 1.4115], [1.4356, 3.0320, 1.5577], [-0.3952, 4.3083, 2.1344], [-2.7822, 4.9610, 1.9890], [-4.3089, 3.6345, 0.5376], [-3.4379, 1.7136, -0.7667], [-3.0693, -3.0054, 5.8727], [-2.1118, -2.3942, 4.5256], [-0.8373, -1.8743, 4.7734], [-0.0816, -1.4043, 3.7331], [1.4999, -0.7544, 4.0449], [-0.5282, -1.4131, 2.3619], [0.2206, -0.9924, 1.4387], [-1.8501, -1.9392, 2.1781], [-2.4719, -1.9623, 0.8538], [-2.0110, -1.4981, -0.1641], [-2.6058, -2.4230, 3.2489], [-0.4487, -1.8423, 5.7823], [-3.4689, -2.4558, 0.8309], [-3.5980, -2.8195, 3.0555], [-1.5592, -0.4467, -3.8607], [0.3864, 0.3213, -3.7764], [0.9164, 0.7168, -5.0034], [2.1706, 1.2946, -5.0296], [2.8450, 1.4721, -3.8353], [2.2463, 1.0294, -2.6691], [1.0398, 0.4414, -2.6246], [0.3446, 0.5698, -5.9074], [2.6078, 1.6083, -5.9708], [3.8214, 1.9355, -3.7980], [2.7469, 1.1454, -1.7185], [-0.4757, -4.6949, -2.2331], [0.0293, -3.2736, -1.7448], [0.3750, -2.2258, -1.4064], [-1.1851, -4.5102, -3.2114], [0.4843, -5.3894, -2.5209], [-1.1179, -5.1996, -1.3248]],
  "atomic_forces_ev_per_a": [[0.6, -0.3, -0.3], [-0.1, -0.1, 0.0], [0.0, 0.2, 0.0], [-0.1, 0.2, 0.2], [-0.1, -0.1, -0.1], [0.4, 0.2, 0.1], [-0.2, 0.0, 0.0], [0.0, -0.1, 0.0], [0.0, 0.0, 0.0], [-0.1, -0.1, -0.1], [0.2, 0.0, 0.0], [0.0, 0.1, 0.0], [0.2, -0.1, -0.1], [-0.6, 0.5, 0.1], [0.0, 0.0, 0.0], [0.0, 0.0, 0.0], [0.0, 0.1, 0.1], [0.0, 0.0, 0.0], [0.0, 0.0, 0.0], [0.0, 0.0, 0.0], [0.0, 0.0, 0.0], [0.1, 0.0, -0.1], [0.0, 0.0, 0.1], [0.0, 0.0, 0.0], [0.0, 0.0, 0.0], [-0.1, 0.0, 0.0], [0.1, 0.0, -0.1], [-0.4, -0.2, 0.7], [0.1, 0.1, -0.1], [0.2, 0.1, -0.1], [-0.3, -0.2, 0.1], [-0.1, 0.0, 0.0], [0.0, 0.0, 0.0], [0.0, 0.0, 0.0], [0.0, 0.0, 0.0], [0.0, -0.1, 0.3], [0.4, 0.2, 0.2], [0.0, 0.0, 0.0], [0.0, 0.0, 0.0], [0.0, 0.0, 0.0], [-0.2, 0.0, 0.1], [-0.1, 0.1, -0.7], [0.0, 0.0, 0.0], [0.0, 0.0, 0.0], [0.0, 0.0, 0.0], [0.0, -0.1, 0.0], [-0.1, -0.1, 0.0], [0.1, 0.0, -0.1], [-0.3, -0.4, -0.2], [0.0, 0.0, 0.0], [0.0, 0.0, 0.0], [0.0, 0.0, 0.0]],
  "lowdin_charge": [0.389, 0.007, -0.941, 0.550, -0.040, -0.046, -0.096, -0.139, -0.086, -0.150, -0.133, -0.024, -0.361, -0.180, 0.036, 0.057, 0.107, 0.095, 0.072, 0.083, 0.103, 0.561, -0.682, -0.155, -0.567, 0.676, -0.365, -0.109, -0.108, -0.196, 0.009, -0.097, 0.093, 0.119, 0.103, 0.942, -0.730, -0.173, -0.095, -0.066, -0.140, 0.024, 0.068, 0.096, 0.098, 0.053, -0.457, -0.221, 0.068, -0.018, -0.021, -0.016],
  "total_charge": -2,
  "energy_ev": -85753.66113,
  "e_above_lowest_kcal_mol": 25.6,
  "gap_ev": 5.79,
  "max_force_ha_per_bohr": 0.0162,
  "lumo_ev": 4.049
}

---

[3]
{
  "formula": "C21H17Br4Cl2GeNO4V",
  "method": "the ωB97M-V functional and the def2-TZVPD basis",
  "elements": ["V", "Cl", "C", "C", "C", "Cl", "C", "C", "C", "C", "N", "C", "C", "O", "H", "H", "H", "H", "Br", "C", "C", "Br", "C", "Br", "C", "O", "C", "O", "C", "Br", "C", "C", "O", "H", "H", "H", "C", "Ge", "C", "C", "C", "H", "H", "H", "H", "H", "H", "H", "H", "H", "H"],
  "positions_angstrom": [[-0.1043, 0.1736, -0.5967], [4.6600, 1.3223, -0.0005], [3.4800, 1.0100, 1.2284], [3.8626, 1.0524, 2.5768], [2.9629, 0.8194, 3.5752], [3.4834, 0.8918, 5.2437], [1.6191, 0.5086, 3.2718], [0.6077, 0.2340, 4.2169], [-0.6457, -0.0712, 3.7798], [-0.9143, -0.1204, 2.4021], [0.0004, 0.1194, 1.4905], [1.2584, 0.4609, 1.9140], [2.1736, 0.7470, 0.8524], [1.7314, 0.7147, -0.3610], [4.8916, 1.2791, 2.8237], [0.8387, 0.2717, 5.2727], [-1.4446, -0.2828, 4.4770], [-1.8973, -0.4019, 2.0496], [-0.2961, 6.4754, -3.8721], [-0.2870, 4.6389, -3.4154], [-0.3143, 3.6704, -4.4157], [-0.3850, 4.1455, -6.2446], [-0.2971, 2.3180, -4.0404], [-0.3517, 0.9169, -5.3116], [-0.2455, 1.9465, -2.7163], [-0.1914, 0.6545, -2.3254], [-0.2368, 2.9129, -1.6750], [-0.2352, 2.4995, -0.4566], [-0.2548, 4.2636, -2.0710], [-0.2537, 5.5213, -0.6570], [-3.1101, 1.4372, -0.1646], [-1.9721, 0.5162, -0.3246], [-2.0103, -0.7004, -0.5137], [-4.0317, 0.9118, 0.0916], [-3.2285, 1.9453, -1.1268], [-2.8518, 2.2069, 0.5604], [1.0112, -4.7098, -0.6089], [-0.3207, -3.2834, -0.4195], [-1.7659, -3.7177, -1.6671], [-1.0636, -3.4084, 1.3928], [0.5057, -1.5703, -0.7477], [0.5749, -5.6839, -0.3701], [1.8705, -4.5420, 0.0436], [1.3654, -4.7336, -1.6424], [-2.0469, -4.7695, -1.5667], [-1.4302, -3.5381, -2.6901], [-2.6380, -3.0910, -1.4777], [-1.2929, -4.4495, 1.6357], [-1.9882, -2.8290, 1.4558], [-0.3580, -3.0238, 2.1324], [1.5664, -1.6587, -1.0077]],
  "atomic_forces_ev_per_a": [[0.4, -0.9, -0.2], [0.0, 0.0, 0.0], [0.2, 0.1, 0.1], [0.1, 0.0, -0.1], [-0.1, 0.0, 0.1], [0.0, 0.0, -0.1], [0.0, 0.0, 0.1], [0.1, 0.0, 0.1], [-0.1, 0.0, 0.0], [0.1, -0.1, -0.1], [0.3, 0.4, 1.0], [-0.2, -0.1, -0.1], [-0.2, -0.1, -0.3], [0.7, 0.1, 0.6], [0.0, 0.0, 0.0], [0.0, 0.0, 0.0], [0.0, 0.0, 0.0], [0.0, 0.0, 0.0], [0.0, 0.0, 0.0], [0.0, -0.1, 0.0], [0.0, 0.0, 0.1], [0.0, 0.0, 0.0], [0.0, 0.0, -0.2], [0.0, 0.1, 0.0], [0.0, -0.6, 0.2], [0.0, 0.8, -1.7], [0.0, 0.1, 0.5], [0.1, -0.2, -0.4], [0.0, 0.1, 0.0], [0.0, 0.0, -0.1], [-0.1, 0.0, 0.0], [-0.6, -0.5, 0.0], [-0.3, 0.4, 0.3], [0.0, 0.0, 0.0], [0.0, 0.0, 0.0], [0.0, 0.0, 0.0], [0.1, -0.1, 0.0], [-0.1, 0.1, -0.1], [0.0, 0.0, -0.1], [-0.1, 0.0, 0.1], [-0.3, 0.3, -0.1], [0.0, 0.0, 0.0], [0.0, 0.0, 0.0], [0.0, 0.0, 0.1], [0.0, 0.0, 0.0], [0.0, 0.0, 0.0], [0.0, 0.0, 0.0], [0.0, 0.1, 0.0], [0.1, 0.0, 0.0], [0.0, 0.0, 0.0], [0.0, 0.1, 0.1]],
  "lowdin_charge": [0.820, 0.695, -0.576, -0.128, -0.610, 0.650, -0.169, -0.021, -0.039, -0.104, 0.059, -0.101, -0.358, -0.145, 0.103, 0.090, 0.106, 0.112, 0.671, -0.760, -0.771, 0.661, -0.641, 0.747, -0.342, -0.212, -0.438, -0.129, -0.641, 0.722, -0.010, -0.391, -0.023, 0.085, 0.105, 0.091, -0.242, 0.724, -0.225, -0.226, -0.243, 0.009, 0.012, 0.013, 0.011, 0.019, 0.005, 0.012, 0.006, 0.010, 0.007],
  "total_charge": -1,
  "energy_ev": -419153.32382,
  "e_above_lowest_kcal_mol": 2.9,
  "gap_ev": [6.45, 6.45],
  "max_force_ha_per_bohr": 0.0360,
  "lumo_ev": [1.933, 1.932]
}

---

Number 2 is which compound? C21H17BCl2IMgN5O3S